Density functional theory data (ωB97M-V with the def2-TZVPD basis set) for a 8-piece molecular cluster, C48H40N8O16 overall in a non-equilibrium geometry.

Atoms and positions in Å:
1 O -2.398 -8.562 0.981
2 N -2.114 -7.399 1.145
3 O -1.465 -6.724 0.361
4 C -2.518 -6.697 2.378
5 C -3.156 -7.418 3.377
6 C -3.541 -6.731 4.519
7 C -3.273 -5.386 4.686
8 C -2.523 -4.699 3.728
9 C -2.237 -5.363 2.535
10 H -3.438 -8.456 3.276
11 H -4.054 -7.223 5.336
12 H -3.635 -4.866 5.563
13 H -2.334 -3.641 3.829
14 H -1.872 -4.785 1.695
15 O 4.599 -3.330 -6.570
16 N 4.461 -3.842 -5.486
17 O 4.559 -5.020 -5.257
18 C 4.168 -2.956 -4.359
19 C 3.971 -3.488 -3.088
20 C 3.647 -2.650 -2.037
21 C 3.415 -1.300 -2.273
22 C 3.682 -0.758 -3.513
23 C 4.145 -1.571 -4.539
24 H 4.024 -4.537 -2.834
25 H 3.408 -3.014 -1.047
26 H 3.294 -0.666 -1.401
27 H 3.610 0.298 -3.745
28 H 4.338 -1.196 -5.535
29 O 5.495 -5.853 -1.470
30 N 5.630 -6.174 -0.314
31 O 6.682 -6.419 0.218
32 C 4.407 -6.344 0.467
33 C 4.441 -6.726 1.789
34 C 3.246 -6.907 2.500
35 C 2.027 -6.676 1.880
36 C 1.987 -6.324 0.541
37 C 3.166 -6.092 -0.130
38 H 5.382 -7.048 2.216
39 H 3.318 -7.149 3.550
40 H 1.123 -6.819 2.459
41 H 1.068 -6.233 -0.021
42 H 3.151 -5.904 -1.196
43 O 0.918 3.921 -0.385
44 N 1.462 4.417 -1.352
45 O 1.982 3.757 -2.222
46 C 1.460 5.879 -1.452
47 C 0.598 6.595 -0.621
48 C 0.686 7.972 -0.650
49 C 1.587 8.616 -1.498
50 C 2.432 7.861 -2.295
51 C 2.422 6.472 -2.238
52 H -0.155 6.106 -0.022
53 H 0.066 8.572 0.004
54 H 1.658 9.692 -1.576
55 H 3.037 8.379 -3.028
56 H 3.119 5.931 -2.860
57 O 2.295 -0.013 -6.774
58 N 2.037 0.905 -6.023
59 O 2.695 1.916 -5.915
60 C 0.832 0.758 -5.192
61 C 0.162 1.878 -4.726
62 C -1.060 1.667 -4.085
63 C -1.506 0.395 -3.806
64 C -0.768 -0.706 -4.182
65 C 0.431 -0.530 -4.860
66 H 0.502 2.883 -4.930
67 H -1.617 2.546 -3.785
68 H -2.479 0.350 -3.330
69 H -1.052 -1.725 -3.952
70 H 1.070 -1.333 -5.201
71 O -2.852 6.324 1.403
72 N -2.931 6.122 2.609
73 O -3.771 6.629 3.320
74 C -1.832 5.371 3.213
75 C -1.146 4.448 2.437
76 C -0.158 3.680 3.021
77 C 0.079 3.721 4.392
78 C -0.643 4.627 5.147
79 C -1.574 5.489 4.566
80 H -1.325 4.309 1.380
81 H 0.328 2.934 2.406
82 H 0.736 2.986 4.835
83 H -0.474 4.687 6.214
84 H -2.051 6.254 5.162
85 O -3.929 2.510 4.925
86 N -3.874 2.268 3.743
87 O -3.158 1.436 3.218
88 C -4.644 3.110 2.822
89 C -5.565 4.032 3.318
90 C -6.185 4.941 2.470
91 C -5.891 4.889 1.126
92 C -5.036 3.928 0.576
93 C -4.408 3.066 1.454
94 H -5.832 4.001 4.366
95 H -6.702 5.787 2.899
96 H -6.309 5.627 0.451
97 H -4.786 3.927 -0.473
98 H -3.718 2.285 1.152
99 O 0.655 -3.395 -1.199
100 N 0.100 -2.999 -0.194
101 O -0.211 -3.736 0.724
102 C -0.169 -1.562 -0.059
103 C 0.316 -0.725 -1.052
104 C 0.173 0.652 -0.898
105 C -0.499 1.164 0.201
106 C -0.886 0.338 1.247
107 C -0.777 -1.048 1.063
108 H 0.748 -1.146 -1.946
109 H 0.526 1.316 -1.675
110 H -0.609 2.229 0.360
111 H -1.278 0.720 2.177
112 H -1.142 -1.709 1.839

Its total charge is 0. The energy relative to the best compared isomer or geometry (same formula, charge and spin) comes out at 0.736 eV. The HOMO-LUMO gap is 8.7 eV. Its SMILES is O=[N+]([O-])c1ccccc1.O=[N+]([O-])c1ccccc1.O=[N+]([O-])c1ccccc1.O=[N+]([O-])c1ccccc1.O=[N+]([O-])c1ccccc1.O=[N+]([O-])c1ccccc1.O=[N+]([O-])c1ccccc1.O=[N+]([O-])c1ccccc1. The lowest unoccupied orbital energy is -0.98 eV. The calculation puts the total energy at -95083.417 eV.